# 1
ORCA calculation (ωB97M-V/def2-TZVPD) on an isolated molecule of C6H9N3O2 at a distorted geometry.

Results
E_LUMO	-0.390	eV
E_HOMO	-9.176	eV
SMILES	CN[C@]1([N+](=O)[O-])CC=CC=N1
net charge	0
DFT total energy	-548.591920	Ha
Kohn-Sham gap	8.79	eV
2S+1	1
relative energy (zero: lowest compared OMol25 entry of this formula, charge and spin)	602.4	kJ/mol

```
20
Properties=species:S:1:pos:R:3:forces:R:3
C -0.383469 -2.285709 -0.803968 -1.4 -0.6 -1.0
N -0.151873 -1.475626 0.369432 -1.7 0.6 -2.7
C 0.376680 -0.238797 0.090761 1.1 2.6 2.7
N 2.002135 -0.418468 0.072924 -0.6 2.8 -0.6
O 2.378332 -1.522256 0.194547 1.2 -2.8 0.3
O 2.724687 0.562036 -0.029084 -0.5 -0.1 -0.1
C 0.157579 0.859027 1.368716 1.9 -2.1 -0.5
C -0.672764 2.008781 0.926720 -1.4 -0.3 -2.0
C -1.311567 2.073146 -0.331464 0.2 1.8 5.1
C -0.795720 1.212098 -1.339009 0.6 -1.2 0.5
N 0.037280 0.244894 -1.214014 0.0 0.4 0.5
H -0.372544 -1.558477 -1.630932 -0.4 -1.1 0.0
H 0.292762 -3.108251 -1.069029 0.5 0.4 0.6
H -1.370309 -2.757262 -0.674310 0.1 0.2 -0.4
H 0.179460 -2.030998 1.072087 1.4 -0.7 2.6
H 1.180353 1.146707 1.840601 -1.7 -0.1 -1.1
H -0.302137 0.216449 2.187649 0.0 1.0 -1.0
H -0.786125 2.803074 1.660603 -0.4 -0.1 -0.1
H -2.131979 2.889473 -0.358691 1.7 -1.5 -0.9
H -1.050789 1.380165 -2.333535 -0.5 0.6 -1.7
```
Forces are in eV/Å.

# 2
ORCA calculation (ωB97M-V/def2-TZVPD) on a structure of composition C13H17MnN3O5S at a distorted geometry.

Results
E_LUMO (alpha / beta)	-0.103 / -0.104	eV
E_HOMO (alpha / beta)	-8.503 / -8.067	eV
net charge	0
DFT total energy	-2595.281321	Ha
Kohn-Sham gap (alpha / beta)	8.40 / 7.96	eV
2S+1	2
relative energy (zero: lowest compared OMol25 entry of this formula, charge and spin)	0.0	kJ/mol

```
40
Properties=species:S:1:pos:R:3:forces:R:3
Mn -1.079386 0.898381 -0.172311 -0.8 -1.3 0.5
O -3.195831 0.600603 0.250986 0.0 0.1 -0.1
C -3.213114 0.203730 1.637298 0.0 0.0 0.1
C -2.350971 1.166007 2.427325 0.0 0.1 0.0
N -1.017932 1.304196 1.809469 0.3 0.5 0.2
C -0.592040 2.724772 1.885369 -0.1 -0.1 0.0
C -1.375055 3.488470 0.811758 0.2 -0.1 0.0
O -1.793856 4.610040 0.999132 0.0 0.0 0.0
O -1.519711 2.780218 -0.269611 -0.1 0.1 -0.3
C 0.027555 0.410978 2.324996 0.1 0.0 -0.1
C 1.185572 0.347641 1.294572 -0.2 0.0 0.0
O 2.287716 0.004559 1.669076 0.0 -0.1 0.0
O 0.840821 0.641004 0.077756 0.1 0.2 0.1
H -3.538316 1.505197 0.172250 0.1 0.0 0.0
H -4.235726 0.184500 2.017063 0.0 0.1 0.0
H -2.821814 -0.809325 1.643105 0.0 0.0 0.0
H -2.829108 2.148393 2.384940 0.0 0.0 0.1
H -2.280514 0.892123 3.483969 0.0 -0.1 0.0
H -0.760055 3.145554 2.878877 0.0 0.0 0.0
H 0.470740 2.782139 1.649397 0.0 0.0 0.0
H 0.406552 0.726885 3.300652 0.0 0.0 0.0
H -0.385895 -0.594570 2.426828 0.0 0.0 0.0
N -1.627069 -0.020839 -2.082159 0.1 0.1 -0.1
C -0.726605 -0.981479 -1.599780 0.1 0.1 0.0
S -1.166644 -1.764981 -0.180095 0.1 0.2 -0.3
N 0.386214 -1.096661 -2.331718 0.0 0.0 0.1
C 1.655780 -1.673955 -2.051459 0.0 -0.1 0.0
C 2.552489 -1.679300 -3.117365 0.0 0.0 0.0
C 3.827797 -2.186563 -2.951759 0.0 0.0 0.0
C 4.217444 -2.691222 -1.719464 0.0 0.0 0.0
C 3.320965 -2.678974 -0.664356 0.0 0.0 0.0
C 2.036603 -2.178384 -0.817666 0.0 0.0 0.0
H -2.589532 -0.255487 -1.870983 0.0 0.0 -0.1
H -1.490166 0.334261 -3.020001 0.0 0.0 0.0
H 0.401913 -0.549835 -3.179750 0.0 0.0 0.0
H 2.249665 -1.280718 -4.079788 0.0 0.0 0.0
H 4.517009 -2.182576 -3.785587 0.0 0.0 0.0
H 5.217892 -3.078320 -1.581109 0.0 0.0 0.0
H 3.622334 -3.041317 0.309047 0.0 0.0 0.0
H 1.364278 -2.155143 0.021094 0.0 0.0 0.0
```
Forces are in eV/Å.

# 3
ORCA calculation (ωB97M-V/def2-TZVPD) on a structure of composition C5H9LiNiO4 at a distorted geometry.

Results
E_LUMO (alpha / beta)	-0.010 / -0.540	eV
E_HOMO (alpha / beta)	-7.240 / -6.987	eV
net charge	0
DFT total energy	-2012.605215	Ha
Kohn-Sham gap (alpha / beta)	7.23 / 6.45	eV
2S+1	3

```
20
Properties=species:S:1:pos:R:3:forces:R:3
O 0.635686 -2.572231 0.951147 0.6 0.7 -0.6
C 1.747245 -2.048600 0.534303 -0.7 -1.6 0.3
C 1.894111 -0.817244 -0.070441 0.6 1.6 0.9
O 0.624320 -0.249929 -0.392432 -0.3 -0.5 0.0
C 0.311774 1.029008 0.101535 0.3 0.5 0.2
C -1.163666 1.258583 -0.127824 0.1 0.3 -0.3
O -1.868642 0.185611 0.477032 0.1 -0.4 0.2
C -3.273985 0.307027 0.393046 -0.4 0.1 -0.1
Li -0.747630 -1.462106 0.360877 0.4 0.0 0.1
H 2.664954 -2.667519 0.613608 -0.3 0.4 0.2
H 0.882686 1.819117 -0.416351 0.0 -0.2 0.2
H 0.532305 1.077492 1.182340 0.0 0.0 -0.3
H -1.391118 1.286482 -1.206981 0.0 0.0 0.2
H -1.470278 2.218416 0.318368 0.1 -0.2 -0.1
H -3.713359 -0.536889 0.936889 0.1 0.2 -0.1
H -3.605887 1.251722 0.850901 0.0 -0.3 -0.1
H -3.605412 0.275490 -0.657178 0.0 0.0 0.2
Ni 3.608987 0.070239 0.030519 -1.6 -0.9 -0.2
O 4.302685 0.036629 -1.610999 -1.4 -1.4 -3.1
H 3.635224 -0.461307 -2.268363 2.4 1.8 2.4
```
Forces are in eV/Å.

# 4
ORCA calculation (ωB97M-V/def2-TZVPD) on an isolated molecule of C5H5ClN2O2 at a distorted geometry.

Results
E_LUMO (alpha / beta)	0.586 / -2.894	eV
E_HOMO (alpha / beta)	-5.650 / -9.530	eV
net charge	0
DFT total energy	-913.496240	Ha
Kohn-Sham gap (alpha / beta)	6.24 / 6.64	eV
2S+1	3
relative energy (zero: lowest compared OMol25 entry of this formula, charge and spin)	154.7	kJ/mol

```
15
Properties=species:S:1:pos:R:3:forces:R:3
C -0.265355 1.827291 -0.434870 0.8 3.2 -5.6
C 0.025015 1.840744 -1.855877 -0.2 2.9 6.0
C -1.674933 -0.704559 -1.818022 -0.3 0.1 -0.7
C -0.233708 0.744477 0.360179 -0.7 -3.7 3.8
C 0.113923 -1.587348 0.761096 0.1 -0.5 0.3
N -0.267069 1.011109 -2.780887 -0.1 -3.2 -3.9
N -0.989392 -0.071375 -2.566979 0.4 0.7 -0.3
O -2.393452 -1.480106 -1.334508 -0.5 -0.6 0.9
O 0.152828 -0.452418 -0.081539 0.4 0.3 -0.2
Cl -0.622971 0.891096 2.044574 0.0 0.1 -0.4
H -0.455730 2.787689 0.011968 0.6 0.2 0.3
H 0.538851 2.723223 -2.211528 -0.4 0.3 -0.1
H 0.421570 -2.415573 0.126561 0.0 0.0 0.1
H -0.894200 -1.765822 1.142287 0.1 0.1 -0.1
H 0.809575 -1.478690 1.597344 -0.1 0.0 -0.1
```
Forces are in eV/Å.

# 5
ORCA calculation (ωB97M-V/def2-TZVPD) on an isolated molecule of C2H4ClP at a distorted geometry.

Results
E_LUMO	0.055	eV
E_HOMO	-9.407	eV
SMILES	C/C=P/Cl
net charge	0
DFT total energy	-880.121383	Ha
Kohn-Sham gap	9.46	eV
2S+1	1
relative energy (zero: lowest compared OMol25 entry of this formula, charge and spin)	16.2	kJ/mol

```
8
Properties=species:S:1:pos:R:3:forces:R:3
C -0.826665 -0.621684 -0.506460 2.2 2.0 -1.5
C 0.353870 0.297113 -0.065026 0.7 -1.1 -0.3
P 0.310184 0.908281 1.468094 0.7 0.2 -0.2
Cl 2.312459 1.523329 1.679745 -0.5 0.1 0.1
H -1.758447 -0.292794 -0.227683 -2.2 1.6 0.9
H -0.861572 -1.577189 -0.105084 0.9 -2.1 0.5
H -0.874886 -0.627334 -1.582769 0.1 -0.4 -0.4
H 1.345055 0.390278 -0.660817 -2.0 -0.4 0.8
```
Forces are in eV/Å.

# 6
ORCA calculation (ωB97M-V/def2-TZVPD) on an isolated molecule of C7H4N2O at a distorted geometry.

Results
E_LUMO (alpha / beta)	-1.325 / -1.286	eV
E_HOMO (alpha / beta)	-9.107 / -8.683	eV
net charge	0
DFT total energy	-453.697901	Ha
Kohn-Sham gap (alpha / beta)	7.78 / 7.40	eV
2S+1	1
relative energy (zero: lowest compared OMol25 entry of this formula, charge and spin)	229.5	kJ/mol

```
14
Properties=species:S:1:pos:R:3:forces:R:3
C -0.008807 -1.397598 2.139435 0.1 -0.5 1.1
C 1.577582 0.935620 0.325849 0.4 0.3 -0.4
C -0.549295 -0.380777 -1.486108 -0.2 0.9 0.0
C -0.394989 -1.338650 -0.420738 0.1 -0.6 0.7
C -0.724210 0.949528 -1.375260 0.1 -0.7 -0.7
C -0.110623 -1.101006 0.841268 -0.2 1.6 -1.3
C 0.322333 1.435084 0.658636 -0.6 -1.3 0.7
N 0.098345 -1.565415 3.284200 0.0 0.0 0.1
N 2.624550 0.547333 0.036877 0.3 -0.1 0.0
O -0.619949 1.716915 -0.257565 0.0 0.2 0.1
H -0.700909 -0.800164 -2.470020 0.0 0.1 -0.1
H -0.611569 -2.370016 -0.701587 0.1 0.0 0.0
H -1.041230 1.541101 -2.222206 0.1 0.0 0.0
H 0.138771 1.828044 1.647218 -0.1 0.1 -0.1
```
Forces are in eV/Å.

Look up the 2S+1 of the third one. 3

Which value of DFT total energy does entry 5 give? -880.121383 Ha